Here is a structure of composition C27H24F5GeOS4SeSiV from the Open Molecules 2025 dataset. Energies are from ωB97M-V with the def2-TZVPD basis set.

E_tot, eV: -242787.4864
E_HOMO, eV: -6.921
Strongest force on any atom, eV/A: 0.97

Each line ends with the Löwdin charge.
Geometry (Å):
V -0.18738 0.15351 0.78303  0.101
S 1.99045 0.11798 1.20682  0.308
S 1.64651 0.24968 3.26300  0.149
S -0.22487 1.10880 3.01914  0.155
S -1.58155 -0.36513 2.50138  0.238
F -2.17904 4.87774 -1.37718  0.073
C -1.38891 3.83896 -0.99169  -0.270
C -2.02641 2.52850 -0.71458  -0.257
F -2.41608 2.17430 0.55159  0.025
C -2.31121 1.58798 -1.83018  -0.582
F -2.77125 2.04254 -3.02671  0.043
C -0.87852 1.81710 -1.45311  -0.258
O -0.18236 0.77422 -0.78593  -0.247
C -0.24829 3.12223 -1.73718  -0.282
F 0.26277 3.33517 -2.98284  0.072
C 0.01679 3.97718 -0.56966  -0.037
F 0.28181 3.15762 0.62397  -0.166
C 0.13524 -4.92575 4.55983  -0.080
C 1.10489 -3.97571 4.26844  -0.075
C 1.03139 -3.25260 3.08854  -0.146
C -0.00777 -3.45368 2.17642  -0.323
C -0.96028 -4.42662 2.47324  -0.094
C -0.89003 -5.15400 3.65598  -0.076
Ge -0.01294 -2.43806 0.51476  0.952
C -1.49153 -3.03802 -0.59276  -0.354
C -1.26387 -3.44613 -1.90200  -0.097
C -2.31130 -3.92500 -2.68477  -0.070
C -3.59016 -4.00800 -2.16420  -0.080
C -3.83207 -3.61184 -0.85183  -0.100
C -2.79021 -3.12690 -0.08002  -0.195
C 1.65134 -2.79129 -0.42230  -0.348
C 2.48449 -3.83111 -0.02215  -0.094
C 3.65507 -4.10623 -0.72245  -0.076
C 4.00028 -3.34924 -1.82991  -0.080
C 3.17297 -2.31096 -2.24325  -0.072
C 2.00925 -2.03682 -1.54281  -0.141
H 0.18918 -5.49146 5.48092  0.105
H 1.92155 -3.80159 4.95756  0.107
H 1.80575 -2.52600 2.87224  0.058
H -1.75636 -4.65543 1.78136  0.089
H -1.63826 -5.90785 3.86566  0.105
H -0.26983 -3.39417 -2.32865  0.098
H -2.12110 -4.23259 -3.70495  0.108
H -4.40064 -4.38011 -2.77786  0.108
H -4.83124 -3.67731 -0.43905  0.103
H -3.00606 -2.79136 0.92922  0.096
H 2.22996 -4.43957 0.83736  0.098
H 4.29500 -4.91662 -0.39720  0.105
H 4.91198 -3.56459 -2.37200  0.105
H 3.43676 -1.71534 -3.10757  0.109
H 1.38349 -1.21548 -1.88142  0.098
C -5.51857 -0.55057 0.72538  -0.201
Si -5.15468 0.29180 -0.89153  0.301
C -6.13855 -0.46439 -2.26569  -0.210
C -5.37620 2.12125 -0.79497  -0.183
Se -2.93571 -0.18441 -1.37256  0.995
H -6.43418 -0.14426 1.16338  0.040
H -4.70834 -0.39150 1.43937  0.015
H -5.66282 -1.62442 0.58983  0.019
H -7.20056 -0.51620 -2.01128  0.039
H -5.78812 -1.47873 -2.46924  0.019
H -6.02842 0.11783 -3.18218  0.040
H -6.43673 2.34810 -0.65446  0.045
H -5.04633 2.61313 -1.71133  0.044
H -4.82394 2.54173 0.04621  0.037

---

Here is a structure of composition C27H24IrNO6P at a distorted geometry from the Open Molecules 2025 dataset. Energies are from ωB97M-V with the def2-TZVPD basis set.

E_tot, eV: -54280.5101
E_HOMO (alpha / beta), eV: -10.670 / -10.722
Strongest force on any atom, eV/A: 6.19
Charge: +1

Each line ends with the Löwdin charge.
Geometry (Å):
Ir -0.91383 1.58425 -0.36742  1.332
O 0.43397 3.16885 3.51558  0.119
C 0.36387 2.86355 2.35738  -0.609
O -0.60283 2.43085 1.70168  -0.067
C 1.77217 2.96655 1.54108  -0.095
C 2.13537 1.59045 0.95598  -0.257
C 3.64137 1.61045 0.63738  -0.080
C 3.66827 2.55515 -0.57712  -0.079
C 2.16807 2.83175 -0.78032  -0.256
O 1.55617 1.61385 -0.34762  -0.146
C 1.74997 3.82575 0.30728  -0.096
C 0.22527 4.41385 -0.05492  -0.641
O 0.00837 5.46775 0.46468  0.129
O -0.38143 3.67515 -0.83182  -0.097
H 2.46587 3.31195 2.30578  0.158
H 1.78517 0.72865 1.52118  0.143
H 3.97947 0.60935 0.37218  0.115
H 4.24357 1.96275 1.47108  0.126
H 4.08857 2.07615 -1.45802  0.116
H 4.22037 3.47065 -0.38362  0.126
H 1.85287 3.07855 -1.79232  0.163
H 2.34117 4.73565 0.37648  0.156
O -3.33933 2.49865 -0.79962  -0.033
N -3.01893 1.16875 -0.80252  -0.148
C -3.84813 0.30545 -0.33162  -0.030
C -3.60963 -1.11865 -0.34462  -0.197
C -4.73983 -1.94855 -0.36152  -0.006
C -4.61963 -3.31725 -0.47752  -0.032
C -3.35953 -3.89595 -0.54312  -0.023
C -2.23113 -3.09915 -0.46002  -0.051
C -2.33553 -1.71495 -0.36922  -0.257
P -0.76423 -0.79445 -0.20942  1.020
C 0.13657 -1.27665 -1.70472  -0.359
C -0.48713 -0.90505 -2.90022  -0.100
C 0.15507 -1.10545 -4.10452  -0.053
C 1.41597 -1.68685 -4.12792  -0.047
C 2.03317 -2.05825 -2.94512  -0.050
C 1.40857 -1.83315 -1.72982  -0.070
C -0.03443 -1.47505 1.30888  -0.339
C 0.66517 -2.67335 1.41628  -0.091
C 1.17817 -3.06335 2.64128  -0.054
C 0.99017 -2.27725 3.76798  -0.044
C 0.26667 -1.09855 3.67228  -0.041
C -0.24503 -0.70085 2.45138  -0.104
H -4.10433 2.70355 -0.22622  0.135
H -4.82213 0.63055 0.04148  0.159
H -5.71893 -1.49525 -0.31702  0.124
H -5.50473 -3.93365 -0.51702  0.122
H -3.25713 -4.96475 -0.64952  0.122
H -1.25243 -3.55385 -0.49052  0.109
H -1.47353 -0.45625 -2.86992  0.100
H -0.31973 -0.80825 -5.02672  0.116
H 1.92067 -1.84645 -5.06762  0.116
H 3.00727 -2.52255 -2.96202  0.116
H 1.91137 -2.08255 -0.80862  0.098
H 0.79657 -3.31475 0.55968  0.096
H 1.72737 -3.99145 2.71458  0.116
H 1.39207 -2.59145 4.71868  0.116
H 0.09757 -0.48785 4.54508  0.122
H -0.81893 0.21285 2.37458  0.085

---

Here is a structure of composition C27H24NO7P4RuS2 at a distorted geometry from the Open Molecules 2025 dataset. Energies are from ωB97M-V with the def2-TZVPD basis set.

ΔE to the lowest compared entry with this formula, charge and spin, kcal per mole: 0.0
E_tot, eV: -105624.6886
E_HOMO (alpha / beta), eV: -8.339 / -8.339
2S+1: 2
Strongest force on any atom, eV/A: 2.95

Each line ends with the Mulliken spin population.
Geometry (Å):
Ru -1.33812 -2.34073 -0.91528  0.795
O -3.35066 -3.96741 -4.18015  0.000
P -2.42236 -3.27360 -3.11159  0.005
O -2.86017 -1.86746 -2.70982  0.014
O -2.28349 -4.14327 -1.89119  -0.009
O -0.99910 -3.13822 -3.81988  0.001
P -0.10520 -1.73544 -3.73144  -0.015
O -1.03575 -0.71029 -4.52911  0.000
O 1.18619 -1.92859 -4.37346  0.006
O -0.16906 -1.32537 -2.22706  0.017
H -3.22209 -3.65653 -5.08160  -0.001
H -1.90546 -0.67930 -4.09824  0.000
C 0.76285 0.25628 0.80213  -0.001
P -0.71835 -0.80027 0.79141  -0.038
C -0.64806 -1.66541 2.38600  -0.044
C -1.73041 -1.70107 3.26458  0.015
C -1.64631 -2.42592 4.44506  -0.005
C -0.49183 -3.13543 4.74327  0.004
C 0.58357 -3.11053 3.86608  -0.003
C 0.51172 -2.37648 2.69036  0.009
C -2.06244 0.41826 0.86289  -0.006
C -2.22799 1.23622 1.98276  0.001
C -3.21163 2.21218 1.99584  0.000
C -4.02938 2.38618 0.88616  0.000
C -3.85659 1.59206 -0.23732  -0.003
C -2.87725 0.60799 -0.24924  0.012
P 0.73984 1.57440 -0.54235  -0.001
C 2.17666 1.07866 -1.54867  0.001
C 1.98303 0.89978 -2.91240  -0.002
C 3.01978 0.44480 -3.71979  0.001
C 4.25523 0.16631 -3.16286  0.000
C 4.46707 0.35691 -1.79956  0.001
C 3.43471 0.81247 -1.00029  -0.001
C 1.43479 2.97982 0.43021  0.000
C 2.51494 3.73745 -0.01942  0.000
C 2.99086 4.80868 0.72778  0.000
C 2.38776 5.15204 1.92824  0.000
C 1.28478 4.43202 2.36678  0.000
C 0.80943 3.36613 1.61728  0.000
H 1.65170 -0.36500 0.67983  0.001
H 0.76688 0.72024 1.79020  -0.001
H -2.64002 -1.16014 3.03267  0.003
H -2.48929 -2.44384 5.12415  0.000
H -0.43033 -3.71139 5.65753  0.000
H 1.48220 -3.67046 4.09037  0.000
H 1.35710 -2.36504 2.01340  0.004
H -1.59218 1.10167 2.85085  0.000
H -3.33720 2.84061 2.86801  0.000
H -4.80200 3.14432 0.89936  0.000
H -4.47519 1.74494 -1.11189  0.000
H -2.74702 0.00551 -1.14113  -0.004
H 1.00793 1.09429 -3.34550  0.000
H 2.84322 0.27678 -4.77365  0.000
H 5.05638 -0.20885 -3.78722  0.000
H 5.43135 0.13375 -1.36079  0.000
H 3.60746 0.96438 0.05986  -0.001
H 2.99745 3.48443 -0.95441  0.000
H 3.84026 5.37539 0.36682  0.000
H 2.76419 5.98305 2.51120  0.000
H 0.79023 4.70522 3.29099  0.000
H -0.07273 2.83397 1.95897  0.000
S 0.34234 -3.94003 -0.78417  0.146
C 1.72925 -3.02347 -0.42925  -0.012
N 2.68793 -2.46732 -0.10575  0.052
S -4.29892 -2.87999 0.24435  0.100
C -2.82246 -2.71036 0.42911  -0.040

---

> The lowest E_tot belongs to which entry?

C27H24F5GeOS4SeSiV

---

> Number 2 is which compound?

C27H24IrNO6P